No. 1
Below is C4H6O2 in the gas phase at a distorted geometry, with properties calculated with ωB97M-V with the def2-TZVPD basis set.

Values from the calculation:
- LUMO (spin up / spin down): -0.053 / 0.003 Eh
- Total energy: -8333.0306 eV
- E_HOMO (spin up / spin down): -9.35 / -9.40 eV
- Charge: 0

Element x y z (Å)
C 0.473 -0.448 -0.448
C 1.467 0.040 0.589
O 0.012 -1.727 -0.223
O -1.724 -1.071 -0.326
C -0.922 0.381 -0.389
C -1.485 1.471 -0.386
H -1.971 -1.277 0.598
H 0.869 -0.343 -1.467
H 1.670 1.099 0.413
H 2.404 -0.512 0.509
H 1.058 -0.077 1.592
H -1.852 2.464 -0.463

Forces on atoms 1 to 2 (eV/Å):
C -1.005 0.543 -0.024
C -0.107 0.160 -0.101

Löwdin atomic charge list, values in e, 4 entries: -0.4203, -0.0504, -0.0529, -0.0450


No. 2
Below is a gas-phase ion, C4H4N (charge +1) at a distorted geometry, with properties calculated with ωB97M-V with the def2-TZVPD basis set.

Values from the calculation:
- Multiplicity: 3
- LUMO (spin up / spin down): -0.199 / -0.286 Eh
- Total energy: -5687.4894 eV
- Expectation value of S²: 2.050
- E_HOMO (spin up / spin down): -12.38 / -14.31 eV
- Charge: +1

Element x y z (Å)
C 2.149 -1.217 0.587
C -2.212 0.246 -0.368
C 0.854 0.755 -0.046
C -0.804 0.474 -0.223
N 1.557 -0.270 0.280
H 2.709 -2.071 0.857
H -2.858 0.370 0.483
H 1.197 1.748 -0.235
H -2.590 -0.035 -1.336

Forces on atoms 1 to 2 (eV/Å):
C 0.134 -0.162 0.058
C 6.359 1.035 0.596

Löwdin atomic charge list, values in e, 4 entries: 0.3467, 0.0330, 0.0684, 0.1056


Question: total energy of number 2 (C4H4N)?
Answer: -5687.4894 eV


Question: Number 2 is which compound?
Answer: C4H4N


Question: Which formula does entry 2 have?
Answer: C4H4N


Question: Which formula does entry 2 have?
Answer: C4H4N